[1]
# C36H53BN7S7SiW

A molecular structure, C36H53BN7S7SiW in a non-equilibrium geometry (ωB97M-V with the def2-TZVPD basis set, the Open Molecules 2025 dataset).

CARTESIAN COORDINATES (ANGSTROEM)
W1 -0.23619 2.57858 0.15558
C1 4.82905 1.50560 1.78310
C2 3.74030 0.50110 1.59931
C3 3.89065 -0.81823 1.91049
C4 2.81132 -1.71123 1.72460
N1 1.68359 -1.29630 1.21391
N2 1.51949 -0.01595 0.89385
B1 0.12959 0.36200 0.22079
N3 0.16669 -0.37454 -1.19489
N4 0.18441 -1.71119 -1.26882
C5 0.29546 -2.30164 -2.42872
C6 0.41724 -1.55169 -3.62309
C7 0.47532 -0.19556 -3.56623
C8 0.66996 0.66152 -4.77421
C9 0.33056 0.39726 -2.28311
S1 0.39798 2.10034 -2.16465
C10 0.37464 -3.81893 -2.52353
C11 0.18657 -4.50265 -1.17027
C12 1.76464 -4.18494 -3.07442
C13 -0.70710 -4.32442 -3.49243
N5 -0.98437 -0.29006 1.17534
N6 -1.65319 -1.37724 0.82922
C14 -2.53647 -1.89214 1.64973
C15 -2.70596 -1.37572 2.94854
C16 -2.05011 -0.23598 3.31540
C17 -2.23153 0.40785 4.65043
C18 -1.22197 0.35121 2.33240
S2 -0.57718 1.92295 2.55943
C19 -3.34464 -3.09147 1.18120
C20 -3.56513 -3.00747 -0.33541
C21 -2.55856 -4.35376 1.57468
C22 -4.72095 -3.12928 1.85814
C23 2.47425 0.90852 1.09071
S3 2.18445 2.55509 0.76155
C24 2.91664 -3.19895 2.03147
C25 1.59580 -3.68133 2.64758
C26 3.17176 -3.91028 0.69323
C27 4.06280 -3.50345 2.99756
H1 5.73710 1.03332 2.15110
H2 4.51371 2.27578 2.48950
H3 5.03863 2.00961 0.83795
H4 4.83301 -1.17641 2.30013
H5 0.50063 -2.05114 -4.57847
H6 0.73981 0.05005 -5.67111
H7 1.58032 1.25568 -4.67390
H8 -0.16084 1.36228 -4.87522
H9 0.71480 -3.96996 -0.38263
H10 0.56188 -5.52569 -1.22059
H11 -0.86537 -4.54381 -0.90801
H12 2.54931 -3.88876 -2.37559
H13 1.96377 -3.70734 -4.03491
H14 1.82486 -5.26431 -3.21814
H15 -1.69264 -3.95499 -3.20348
H16 -0.72849 -5.41441 -3.46905
H17 -0.51055 -4.01847 -4.52087
H18 -3.37849 -1.86007 3.64288
H19 -3.04954 -0.06216 5.19217
H20 -2.43663 1.47254 4.53904
H21 -1.32025 0.31504 5.24520
H22 -2.64695 -2.73293 -0.84682
H23 -4.31682 -2.24813 -0.56154
H24 -3.92826 -3.96298 -0.71754
H25 -1.54392 -4.31967 1.18088
H26 -3.05581 -5.24478 1.18740
H27 -2.49679 -4.44462 2.66150
H28 -5.22458 -2.16300 1.78745
H29 -4.66434 -3.42006 2.90810
H30 -5.34339 -3.86730 1.35158
H31 0.75766 -3.43112 1.99880
H32 1.43609 -3.20265 3.61644
H33 1.62088 -4.76146 2.79689
H34 2.41141 -3.62393 -0.03149
H35 3.14263 -4.99324 0.82588
H36 4.14977 -3.64061 0.28821
H37 3.98353 -2.90711 3.90907
H38 5.04056 -3.32531 2.54723
H39 4.01900 -4.55544 3.27880
S4 -2.77148 2.39913 -2.17673
S5 -4.85946 2.93343 -2.31276
S6 -5.67616 2.81791 -0.57695
S7 -2.56614 1.94550 -0.20060
C28 0.73907 5.25025 -3.38121
Si1 1.23676 5.41905 -1.56796
C29 0.91823 7.16656 -0.93072
C30 3.04719 4.96094 -1.37020
N7 0.24131 4.35731 -0.53132
C31 -0.94612 4.85707 -0.00135
C32 -1.14936 4.70024 1.38169
C33 -2.39900 4.98093 1.94026
C34 -3.41413 5.46780 1.15181
C35 -3.18251 5.72735 -0.20450
C36 -1.97669 5.41691 -0.78327
H40 0.89059 6.20651 -3.88685
H41 -0.30109 4.95083 -3.51924
H42 1.36352 4.50659 -3.87888
H43 1.83675 7.75417 -0.98552
H44 0.57610 7.17868 0.10492
H45 0.16655 7.68033 -1.53283
H46 3.64246 5.62953 -1.99760
H47 3.23497 3.93556 -1.68953
H48 3.39176 5.06874 -0.34150
H49 -0.27881 4.54038 2.00996
H50 -2.55204 4.82733 3.00051
H51 -4.38132 5.68577 1.58321
H52 -3.96813 6.15768 -0.81170
H53 -1.79829 5.58742 -1.83639

Forces on the atoms, in the same order (eV/Å):
-0.278 0.618 -0.323
-0.040 0.033 -0.001
0.049 -0.254 0.062
-0.067 0.216 -0.098
0.114 0.056 0.015
-0.223 -0.343 0.103
0.361 0.326 0.200
0.356 -1.209 -0.010
-0.064 0.442 -0.551
0.011 -0.404 0.238
0.061 0.095 -0.049
0.042 0.299 0.060
-0.078 -0.230 -0.102
-0.047 0.019 0.042
0.012 -0.115 0.172
-0.059 -0.197 0.472
0.035 -0.155 0.066
-0.025 0.177 -0.027
-0.043 0.050 0.034
0.076 0.079 0.036
-0.108 0.050 0.540
-0.030 -0.161 -0.369
-0.056 0.076 0.158
0.133 0.158 0.003
-0.077 -0.196 -0.058
0.032 -0.016 0.034
0.042 -0.164 -0.132
0.179 -0.023 -0.303
0.005 -0.118 -0.141
0.047 -0.013 0.099
-0.028 0.061 -0.089
0.033 0.028 0.000
-0.102 -0.061 0.071
-0.200 -0.148 -0.119
-0.097 -0.082 -0.048
0.060 0.085 -0.085
0.029 0.068 0.051
-0.062 0.073 -0.005
-0.001 -0.006 -0.007
0.028 0.008 -0.004
0.039 0.012 0.022
-0.004 0.016 0.028
-0.006 -0.033 0.005
-0.002 0.012 -0.009
-0.005 0.003 -0.034
0.014 0.005 -0.051
-0.237 -0.097 -0.035
-0.015 -0.005 -0.014
-0.175 0.047 0.085
0.015 -0.003 -0.020
0.020 -0.016 -0.002
0.010 0.000 -0.005
-0.015 -0.032 0.009
-0.004 -0.003 -0.025
-0.034 -0.016 -0.014
-0.028 0.029 -0.012
0.015 -0.001 0.018
-0.036 -0.007 0.015
0.002 0.036 -0.006
0.077 -0.087 -0.109
0.047 0.029 -0.023
0.009 -0.001 0.034
0.034 -0.025 -0.046
-0.006 0.002 0.018
0.017 0.000 0.000
-0.022 -0.014 -0.013
-0.010 0.011 0.002
0.000 -0.017 0.022
-0.044 -0.039 0.015
-0.041 -0.022 0.004
0.032 0.004 -0.003
0.202 -0.020 0.067
0.006 0.000 -0.007
0.016 0.001 0.008
0.012 -0.035 0.026
0.004 -0.011 0.012
0.028 -0.006 0.006
-0.454 0.058 -0.500
0.337 -0.129 0.229
-0.035 0.054 -0.082
0.446 0.117 0.290
0.103 -0.008 0.285
0.462 0.332 -0.310
0.022 -0.243 -0.179
-0.363 0.043 -0.038
0.083 -0.072 0.025
-0.576 0.967 0.609
0.211 0.376 -0.343
-0.228 -0.088 0.171
0.111 -0.061 0.197
0.114 -0.031 -0.246
-0.033 -0.037 -0.027
-0.005 0.008 0.000
-0.011 0.029 0.025
-0.017 -0.011 -0.001
0.010 -0.013 -0.023
0.047 -0.026 0.025
-0.024 -0.015 0.022
-0.030 0.011 -0.020
0.012 -0.015 -0.008
-0.009 0.013 0.011
0.000 -0.063 0.014
-0.005 0.005 -0.007
-0.001 0.008 0.003
-0.020 -0.016 0.007
-0.077 -0.031 -0.034

Summary:
Frontier orbital gap (alpha / beta)   6.15 / 6.60 eV
LUMO (alpha / beta)   -3.26 / -3.53 eV
Charge   +1
Multiplicity   3


[2]
# C36H53N4O6PtS

A molecular structure, C36H53N4O6PtS in a non-equilibrium geometry (ωB97M-V with the def2-TZVPD basis set, the Open Molecules 2025 dataset).

CARTESIAN COORDINATES (ANGSTROEM)
Pt1 2.01295 -1.15288 -0.09349
C1 -5.07644 1.49587 -1.84270
C2 -4.77162 0.32782 -0.87759
C3 -4.76267 0.85494 0.58673
C4 -5.85416 -0.74524 -1.00686
C5 -3.39956 -0.18543 -1.14388
C6 -2.29235 0.68602 -1.06436
C7 -0.98757 0.23065 -1.14380
N1 -0.02141 1.12131 -1.23010
C8 1.21149 1.40054 -1.54138
C9 1.56442 2.76014 -1.64676
C10 2.83146 3.16597 -1.98310
C11 3.86984 2.16043 -2.05700
C12 3.65761 0.82437 -1.91514
C13 2.28427 0.35892 -1.82943
O1 1.92723 -0.84739 -2.07885
C14 4.80528 -0.18685 -1.84862
C15 6.17149 0.51077 -1.86400
C16 4.75432 -1.17606 -3.02925
C17 4.73861 -0.92149 -0.49904
C18 3.13687 4.61139 -2.26543
C19 2.48923 4.89712 -3.65383
C20 2.49733 5.52976 -1.21147
C21 4.63445 4.91255 -2.36470
C22 -0.84439 -1.27058 -1.00689
O2 0.02873 -1.77767 -0.30645
C23 -1.92576 -2.09853 -1.56748
C24 -3.16617 -1.55017 -1.52459
C25 -1.65104 -3.50390 -2.06816
C26 -0.31450 -3.55492 -2.82870
C27 -1.58714 -4.42808 -0.82462
C28 -2.77120 -3.97585 -2.99845
H1 -6.06439 1.89152 -1.61330
H2 -4.35835 2.31132 -1.75784
H3 -5.07401 1.14577 -2.87605
H4 -5.76126 1.22889 0.80904
H5 -4.52366 0.05966 1.29352
H6 -4.04993 1.66736 0.73125
H7 -6.82099 -0.30311 -0.77447
H8 -5.92013 -1.13739 -2.02385
H9 -5.69534 -1.56720 -0.30655
H10 -2.41692 1.75186 -0.93334
H11 0.77006 3.47548 -1.48907
H12 4.87901 2.50707 -2.22551
H13 6.36853 0.97338 -2.83070
H14 6.26108 1.25780 -1.07305
H15 6.95429 -0.23110 -1.70364
H16 4.83704 -0.63926 -3.97412
H17 5.59356 -1.86904 -2.95659
H18 3.84292 -1.76230 -3.04696
H19 4.83850 -0.23547 0.34264
H20 3.79836 -1.56160 -0.36819
H21 5.54102 -1.65783 -0.43149
H22 1.40943 4.75122 -3.62528
H23 2.69727 5.93476 -3.91347
H24 2.91319 4.25445 -4.42672
H25 1.40825 5.49703 -1.23761
H26 2.82910 5.26346 -0.20629
H27 2.79589 6.55814 -1.40552
H28 5.11168 4.39826 -3.20081
H29 4.76755 5.97923 -2.53311
H30 5.15806 4.66906 -1.43672
H31 -4.01170 -2.16616 -1.79104
H32 0.53469 -3.33125 -2.18396
H33 -0.17444 -4.55662 -3.23018
H34 -0.32134 -2.85885 -3.67090
H35 -0.78126 -4.13708 -0.15225
H36 -2.53135 -4.41400 -0.28007
H37 -1.39802 -5.44699 -1.16412
H38 -2.92834 -3.27493 -3.82040
H39 -2.48863 -4.93665 -3.42549
H40 -3.71392 -4.12714 -2.47221
C29 -5.32130 -1.03488 5.16125
C30 -3.98633 -0.41086 5.50751
S1 -2.71625 -0.93147 4.32648
O3 -2.54445 -2.36178 4.33821
O4 -2.94255 -0.30327 3.04156
C31 -1.16881 -0.18230 4.98782
C32 -0.03886 -1.20612 4.95171
N2 0.91471 -0.93120 3.87149
C33 1.06467 -1.69226 2.78452
N3 1.93060 -1.11090 1.94363
C34 2.36894 0.05197 2.52372
C35 1.75255 0.16627 3.72531
N4 1.90654 1.27496 4.64267
O5 2.50743 2.22737 4.19467
O6 1.51176 1.13071 5.77855
C36 0.40478 -3.00128 2.56468
H41 -6.05715 -0.71046 5.89660
H42 -5.27794 -2.12177 5.19628
H43 -5.66763 -0.70952 4.18145
H44 -3.61087 -0.73602 6.47814
H45 -3.98919 0.67635 5.42366
H46 -1.36418 0.19205 5.98910
H47 -1.01388 0.65723 4.31380
H48 -0.47405 -2.18651 4.75771
H49 0.48672 -1.25568 5.90089
H50 3.11452 0.70400 2.10133
H51 0.85678 -3.76054 3.20637
H52 0.54996 -3.31303 1.53350
H53 -0.66164 -2.95632 2.79121

Forces on the atoms, in the same order (eV/Å):
0.148 -0.368 0.939
0.217 0.073 -0.235
-0.099 -0.205 -0.009
0.207 -0.034 0.101
0.060 0.023 -0.080
-0.503 -0.188 0.259
1.095 0.206 0.117
-0.610 -0.267 -0.087
0.529 1.122 0.109
-0.481 -0.526 -0.193
0.429 0.565 0.037
-0.737 0.124 0.203
-0.083 -0.558 0.039
0.441 -0.378 0.180
0.043 0.317 -0.390
-0.082 0.155 -0.457
-0.285 -0.097 -0.327
0.013 -0.086 0.137
0.086 -0.033 0.152
0.227 1.045 0.007
-0.098 0.222 -0.371
0.102 -0.012 0.189
-0.021 -0.141 0.070
-0.008 -0.064 0.157
-0.050 0.570 -0.003
0.654 0.157 -0.069
-0.685 -0.660 -0.233
0.323 -0.297 -0.004
0.103 -0.113 0.350
-0.112 0.182 0.005
0.011 0.025 -0.152
-0.018 0.083 0.063
-0.017 -0.049 0.056
-0.058 0.019 0.040
-0.067 0.038 0.006
-0.034 0.031 -0.086
0.004 0.049 -0.032
-0.041 0.013 0.007
0.001 0.024 0.015
-0.027 -0.014 0.028
-0.006 -0.017 -0.024
-0.093 -0.019 -0.123
0.010 -0.013 0.001
-0.010 -0.017 0.022
-0.024 0.024 0.001
0.039 0.020 -0.020
0.011 0.013 -0.026
0.025 -0.005 0.008
0.038 0.055 -0.046
-0.086 -0.050 -0.016
-0.016 -0.027 0.000
-0.415 -0.477 0.049
-0.302 -0.342 0.157
-0.001 0.023 -0.008
-0.020 -0.003 -0.052
-0.006 0.031 -0.032
0.006 0.014 -0.004
0.016 0.051 0.005
-0.004 0.009 -0.021
0.007 -0.012 0.016
-0.006 0.009 -0.023
0.046 0.002 -0.028
-0.020 0.095 -0.077
0.046 -0.018 -0.030
0.005 -0.017 0.012
0.069 -0.028 -0.011
-0.018 -0.057 0.013
0.007 -0.018 0.020
-0.008 0.002 0.014
-0.015 -0.035 -0.021
0.000 -0.005 0.003
-0.011 -0.009 -0.007
-0.233 0.004 0.044
0.598 -0.335 -0.571
0.079 0.584 0.495
-0.082 -0.290 0.090
-0.064 0.100 -0.207
-0.524 -0.248 -0.319
-0.127 -0.055 0.394
0.409 0.289 0.158
-0.202 -0.251 -0.199
0.102 -0.020 -0.450
0.055 0.186 0.506
-0.270 -0.163 -0.610
0.655 -0.094 0.349
-0.257 -0.090 -0.011
-0.318 -0.044 -0.204
-0.035 -0.030 -0.045
0.014 0.007 -0.018
0.041 0.004 -0.047
0.009 -0.045 -0.023
-0.049 0.092 0.054
-0.016 0.024 0.168
0.058 -0.032 0.058
0.146 0.123 0.140
0.184 0.009 0.060
0.112 0.132 -0.068
-0.092 0.034 -0.061
-0.010 0.028 0.044
-0.011 -0.029 0.041
-0.011 -0.026 -0.053

Summary:
Frontier orbital gap (alpha / beta)   4.76 / 4.76 eV
LUMO (alpha / beta)   -12.11 / -12.11 eV
Relative energy (zero: lowest compared OMol25 entry of this formula, charge and spin)   0.0 kcal per mole
Charge   +3
Multiplicity   1


Number 1: total energy -134849.875 eV, molecular weight 1031.08 g mol⁻¹. Number 2: total energy -70486.594 eV, molecular weight 864.99 g mol⁻¹.